[1]
Density functional theory data (ωB97M-V with the def2-TZVPD basis set) for a molecular structure, C18H59Cl2NO19V in a non-equilibrium geometry.

Properties
Molar mass (g/mol): 715.5
HOMO energy (spin up / spin down) (eV): -8.1 / -9.6
DFT total energy (Ha): -4069.7856
⟨S²⟩: 3.7539

ORCA input file:
```
! RIJCOSX wB97M-V def2-TZVPD def2/J DEFGRID3
* xyz 0 4
V -0.58111 -0.39705 -0.17140
Cl 0.58937 -0.30380 -2.48087
Cl -1.66832 -0.11782 2.06326
C -1.39719 -2.83417 4.94759
O -0.52316 -2.07507 4.15408
H -1.96783 -2.18637 5.61304
H -2.10059 -3.30436 4.26038
H -0.74268 -3.46883 5.54503
H -0.94556 -1.39751 3.62108
C 0.87492 -5.00778 -2.91505
O 1.26667 -3.75404 -2.40700
H 1.20427 -5.82503 -2.27340
H -0.20015 -5.10905 -2.76649
H 1.21018 -5.27016 -3.91848
H 1.15752 -3.15274 -3.14735
C 2.91755 -0.26586 -5.54721
O 2.76088 -1.42528 -4.76492
H 1.95626 0.21606 -5.72547
H 3.52744 0.47112 -5.02472
H 3.28661 -0.47698 -6.55086
H 2.35749 -1.10155 -3.95617
C -1.24939 -0.60319 -5.93107
O -1.41072 0.28796 -4.91015
H -0.72053 -0.13037 -6.75863
H -0.72592 -1.49614 -5.58942
H -2.22412 -0.85556 -6.34860
H -0.78447 0.05707 -4.22015
C 0.27159 -3.16123 1.20978
O 0.27533 -2.42379 -0.00647
H 0.64122 -2.45094 1.94935
H -0.70107 -3.48277 1.58213
H 0.88441 -4.05521 1.32538
H 0.63962 -2.90425 -0.75349
C -1.89038 2.22902 -1.66383
O -1.15364 1.76133 -0.50102
H -1.56984 1.71335 -2.56905
H -2.95402 2.00485 -1.58308
H -1.74890 3.29728 -1.82789
H -0.65125 2.53081 -0.22333
C 1.56500 0.70590 4.50835
O 2.11457 2.02713 4.63561
H 2.42186 0.03913 4.60482
H 0.88730 0.56480 5.35032
H 1.01901 0.70429 3.56495
H 2.63943 2.20989 3.85284
C -3.00797 -1.05926 -2.27554
O -2.55270 -1.17263 -1.00033
H -3.97493 -1.53787 -2.43045
H -3.07162 -0.03401 -2.64013
H -2.24667 -1.53064 -2.89708
H -3.22717 -1.66357 -0.52529
C 2.41059 1.03583 1.15577
O 1.58873 -0.07128 0.70608
H 3.35463 0.71735 1.59789
H 2.80650 1.58322 0.30036
H 1.85324 1.78245 1.72146
H 1.96337 -0.94115 0.86285
C -5.63415 1.26409 1.26902
O -4.44465 1.82375 1.75152
H -6.27408 1.97224 0.74261
H -5.44837 0.54459 0.47158
H -6.08486 0.82286 2.15800
H -3.73504 1.22513 1.99585
C -5.28654 -2.98975 1.48811
O -4.37506 -2.91230 0.33791
H -5.84967 -3.92276 1.51014
H -4.67636 -3.12850 2.38059
H -5.97188 -2.15065 1.60780
H -4.95722 -2.98276 -0.42218
C -1.80559 3.59695 2.52473
N -2.18438 4.98331 2.99320
O -2.51159 5.15351 4.14494
O -2.02365 5.84817 2.17812
H -2.16422 2.74942 3.10882
H -0.72187 3.62056 2.41029
H -2.24170 3.55736 1.52656
C 4.31340 -1.29975 -1.60872
O 5.16716 -1.89376 -0.63459
C 4.81978 -2.23650 0.55606
O 3.67604 -2.19629 0.95796
O 5.84271 -2.81587 1.22560
C 5.58812 -3.44656 2.50268
H 4.68070 -1.60394 -2.58885
H 4.31798 -0.20991 -1.59065
H 3.26727 -1.60504 -1.63140
H 6.41469 -4.12665 2.70847
H 4.67461 -4.04045 2.53281
H 5.53115 -2.67083 3.26629
C 1.73102 5.26858 2.03151
O 2.00740 5.40941 0.67994
C 1.17877 4.80255 -0.23023
O 0.21865 4.06225 0.06029
O 1.48761 5.28521 -1.43662
C 0.67379 4.97672 -2.55562
H 2.50198 5.81369 2.57609
H 1.69505 4.23705 2.38187
H 0.73435 5.66931 2.21632
H -0.36276 5.24664 -2.35360
H 0.73543 3.89194 -2.64253
H 1.04217 5.51560 -3.42855
*
```


[2]
Density functional theory data (ωB97M-V with the def2-TZVPD basis set) for a molecular structure, C18H59N3O13 in a non-equilibrium geometry.

Properties
Energy above the lowest of the compared OMol25 structures with the same formula, charge and spin (kJ/mol): 2193.46
Molar mass (g/mol): 525.7
HOMO energy (eV): -7.4
DFT total energy (Ha): -1862.6179

ORCA input file:
```
! RIJCOSX wB97M-V def2-TZVPD def2/J DEFGRID3
* xyz 0 1
C 15.95207 -14.90860 1.68955
O 15.73885 -13.84331 0.74258
C 16.71026 -12.79836 0.92055
C 16.48731 -11.65356 -0.12561
N 16.68069 -12.14888 -1.48570
C 16.36403 -11.18526 -2.50607
C 16.93889 -11.68714 -3.88508
O 18.35585 -11.82546 -3.71532
C 19.15584 -11.29159 -4.81166
H 16.95401 -15.31357 1.54734
H 15.23596 -15.72594 1.60440
H 15.80770 -14.65511 2.73978
H 17.71006 -13.12369 0.63304
H 16.75893 -12.34884 1.91234
H 17.29289 -10.93413 0.02128
H 15.53934 -11.16416 0.09785
H 15.98317 -12.87264 -1.58436
H 16.67049 -10.17048 -2.25234
H 15.29117 -11.15480 -2.69621
H 16.81398 -10.95008 -4.67832
H 16.45867 -12.61109 -4.20728
H 20.13669 -11.75813 -4.72013
H 19.23362 -10.20623 -4.74816
H 18.76948 -11.55995 -5.79492
C 15.18688 -16.93584 -2.59549
O 14.90849 -15.94395 -3.54147
C 13.71416 -15.21960 -3.39220
C 13.49204 -14.20348 -4.54061
N 14.54662 -13.19290 -4.64421
C 14.52482 -12.31782 -5.83886
C 15.18897 -12.92040 -7.13864
O 16.59963 -13.31714 -7.15152
C 17.46649 -12.45985 -6.40040
H 16.16294 -17.35502 -2.83985
H 14.52991 -17.79768 -2.71257
H 15.18941 -16.55496 -1.57421
H 13.67982 -14.72312 -2.42244
H 12.83337 -15.84897 -3.51948
H 12.53533 -13.68276 -4.49998
H 13.44792 -14.81389 -5.44258
H 15.42845 -13.67919 -4.56676
H 14.89888 -11.39800 -5.38927
H 13.50290 -11.99616 -6.03963
H 15.20180 -12.16638 -7.92564
H 14.63673 -13.76544 -7.54977
H 17.29199 -12.24920 -5.34528
H 17.47129 -11.56988 -7.02971
H 18.51851 -12.73799 -6.46344
C 12.16919 -15.66958 4.63029
O 12.76156 -16.65316 3.74878
C 13.20138 -16.03222 2.51400
C 13.44055 -17.06633 1.43113
N 12.29933 -17.56441 0.69776
C 12.61733 -18.65539 -0.21013
C 11.44236 -19.63404 -0.14072
O 11.28849 -20.36037 1.02723
C 10.34811 -21.45016 0.95594
H 12.00296 -16.16725 5.58568
H 11.24661 -15.27170 4.20763
H 12.76869 -14.76253 4.70760
H 14.03057 -15.33470 2.63238
H 12.42241 -15.37568 2.12635
H 13.90887 -17.87315 1.99487
H 14.10681 -16.79679 0.61165
H 11.67573 -17.95397 1.39020
H 13.55063 -19.15964 0.04045
H 12.59810 -18.29958 -1.24024
H 11.70165 -20.38474 -0.88725
H 10.53938 -19.11090 -0.45547
H 9.29979 -21.15321 0.92496
H 10.46440 -21.96954 1.90716
H 10.55995 -22.21309 0.20683
O 13.03918 -16.53917 -1.85070
H 12.22183 -16.36436 -1.38419
H 12.76750 -16.98998 -2.65018
O 14.96920 -18.18824 -0.51579
H 15.73469 -17.87180 -0.03610
H 14.45792 -17.39999 -0.69879
O 14.43604 -15.52348 -0.68497
H 13.87901 -15.87674 -1.37863
H 13.82493 -15.26208 0.00382
O 16.76616 -15.85047 -0.91013
H 17.11240 -15.22829 -1.54986
H 15.86203 -15.57023 -0.76785
O 15.22750 -13.71341 -1.75899
H 14.71563 -14.25565 -1.15882
H 16.06669 -14.16735 -1.83613
O 12.32387 -14.74517 0.20812
H 12.08089 -13.92876 -0.22854
H 12.53559 -14.48415 1.10438
O 11.36573 -16.35692 -0.57091
H 11.77572 -17.04988 -0.05328
H 11.81656 -15.55691 -0.30077
*
```


[3]
Density functional theory data (ωB97M-V with the def2-TZVPD basis set) for a molecular structure, C18H5CuF5N4O3S3Se.

Properties
Energy above the lowest of the compared OMol25 structures with the same formula, charge and spin (kJ/mol): 42.59
Molar mass (g/mol): 659.0
HOMO energy (spin up / spin down) (eV): -2.9 / -2.9
DFT total energy (Ha): -6869.5690
⟨S²⟩: 0.7568

ORCA input file:
```
! RIJCOSX wB97M-V def2-TZVPD def2/J DEFGRID3
* xyz -2 2
Cu 0.20834 -0.75102 0.09386
S 0.48021 -0.65844 2.31767
C -0.49522 -1.99789 2.82547
C -0.57311 -2.23952 4.23717
N -0.61851 -2.43741 5.37087
C -1.15130 -2.81472 1.95904
S -1.03142 -2.63904 0.23530
C -1.96637 -3.88866 2.44262
N -2.63565 -4.75069 2.81193
N -1.44637 0.41699 -2.24535
C -0.67565 -0.15764 -1.60480
H -2.19186 1.16881 -2.20781
O 4.29768 2.96729 -2.74334
S 4.68996 2.37933 -1.46212
O 4.15344 3.49668 -0.28190
N 3.79501 1.09098 -1.14045
C 2.59096 1.12079 -0.59102
O 1.96198 0.04354 -0.42388
C 2.00157 2.41941 -0.15299
C 0.64838 2.55505 0.15230
C 0.11239 3.76142 0.56241
C 0.94283 4.86987 0.67793
C 2.28871 4.76822 0.37538
C 2.81569 3.54964 -0.03823
H -0.01697 1.70871 0.06495
H -0.94463 3.81986 0.78560
H 0.53533 5.82160 0.99834
H 2.95560 5.61755 0.44703
F -3.36519 8.27886 -1.85107
C -3.34523 6.95423 -1.61880
C -3.42702 6.46448 -0.33001
F -3.52505 7.32633 0.69734
C -3.41110 5.10008 -0.10445
F -3.49344 4.70180 1.17429
C -3.31275 4.15871 -1.12765
Se -3.28404 2.29716 -0.79736
C -3.22718 4.69805 -2.41115
F -3.12416 3.89259 -3.47934
C -3.24439 6.05675 -2.66480
F -3.16693 6.51950 -3.92441
*
```


[4]
Density functional theory data (ωB97M-V with the def2-TZVPD basis set) for 12 unconnected molecules or ions with the total composition C18H60N14O12 in a non-equilibrium geometry.

Properties
Energy above the lowest of the compared OMol25 structures with the same formula, charge and spin (kJ/mol): 1115.18
Molar mass (g/mol): 664.8
Structure (SMILES): NC(N)=O.NC(N)=O.NC(N)=O.NC(N)=O.NC(N)=O.NC(N)=O.NC(N)=O.CC(C)O.CC(C)O.CC(C)O.CO.CO
HOMO energy (eV): -8.7
DFT total energy (Ha): -2391.0839

ORCA input file:
```
! RIJCOSX wB97M-V def2-TZVPD def2/J DEFGRID3
* xyz 0 1
N 1.03025 -2.35497 -1.32252
C 0.12287 -2.78513 -2.12208
N -1.03809 -2.15462 -2.01892
O 0.19316 -3.76368 -3.08809
H 1.92868 -2.85554 -1.43349
H 0.87125 -1.89355 -0.47059
H -1.79774 -2.41821 -2.68104
H -1.20491 -1.24868 -1.52626
N -2.19658 0.16534 2.05711
C -2.80647 0.98630 1.31708
N -3.64908 0.42919 0.50874
O -2.34566 2.30650 1.14061
H -1.49227 0.63052 2.75942
H -2.41034 -0.80614 2.07542
H -4.17641 1.09696 -0.12486
H -4.00172 -0.54704 0.47941
N 2.61808 3.60433 0.36052
C 1.53577 3.34422 0.99525
N 0.46948 3.52873 0.27347
O 1.61947 2.92589 2.33100
H 3.45404 3.52445 0.95565
H 2.68085 4.22733 -0.37142
H -0.41498 3.14697 0.69028
H 0.44297 3.90957 -0.69917
N -3.51751 -0.44314 -2.20745
C -4.79636 -0.63068 -2.39481
N -5.16287 -1.29933 -3.50147
O -5.72340 -0.11967 -1.50542
H -3.24283 -0.03857 -1.24130
H -2.88448 -0.72003 -2.94848
H -6.12020 -1.62738 -3.64242
H -4.51685 -1.96294 -3.89962
N 3.36401 1.46028 -1.28508
C 4.58245 1.49405 -1.65103
N 5.40115 2.22658 -0.94706
O 5.08993 0.56027 -2.52163
H 2.68535 0.76250 -1.72838
H 2.87739 2.32296 -0.86261
H 6.40081 2.08419 -1.14392
H 5.08125 2.98564 -0.26810
N 2.29378 1.28837 -4.26373
C 1.46530 0.67459 -3.49273
N 2.02020 -0.27170 -2.88087
O 0.14197 0.75925 -3.55177
H 1.83587 1.96378 -4.85256
H 3.28241 1.32333 -3.99822
H 1.48198 -0.89888 -2.27201
H 2.95850 -0.64883 -3.19060
N 3.49579 0.15612 0.98330
C 3.88016 0.85201 1.96304
N 3.76483 0.17799 3.06270
O 4.37876 2.13343 1.88207
H 3.51823 0.64174 0.04946
H 3.26684 -0.79141 1.02461
H 4.15359 0.62343 3.97551
H 3.32314 -0.74379 3.16212
C -0.67761 -3.62481 1.36144
C -2.09401 -3.35128 0.98584
C -2.84698 -4.60574 1.24931
O -2.67749 -2.53080 1.73484
H -0.09024 -3.91015 0.60632
H -0.41231 -4.24092 2.23548
H -0.11927 -2.71983 1.63622
H -2.16648 -3.04395 -0.04835
H -2.70190 -4.92431 2.27671
H -2.39928 -5.44451 0.75893
H -3.94776 -4.50784 1.02298
H -3.56997 -2.46948 1.52041
C -2.16155 2.73950 -1.90809
C -2.47383 2.50280 -3.35538
C -3.34651 3.56673 -3.94608
O -1.51991 2.52895 -4.13305
H -1.80801 3.68654 -1.65110
H -1.46053 2.05239 -1.51937
H -3.18539 2.63407 -1.39984
H -3.06348 1.51049 -3.55420
H -3.62040 3.15927 -4.90275
H -2.93397 4.55102 -3.99787
H -4.29132 3.51295 -3.38758
H -1.02949 1.68437 -4.02188
C 0.12363 0.50305 5.55576
C 0.62014 0.37920 4.07635
C 0.45304 -0.98069 3.53656
O -0.03327 1.01126 3.26032
H 0.20372 1.49543 6.01467
H 0.60611 -0.23139 6.23901
H -0.90448 0.32083 5.48657
H 1.67272 0.68855 4.07292
H 0.88055 -1.05181 2.54792
H -0.56777 -1.22507 3.50070
H 0.86214 -1.74034 4.21491
H 0.44848 1.87724 3.06993
C 0.28744 0.51581 -0.03843
O -0.77013 -0.40240 -0.00639
H 1.21103 -0.04183 0.01568
H 0.16954 1.14811 0.81041
H 0.32367 0.99486 -0.97141
H -1.30666 -0.20885 0.74475
C 2.50067 -3.17868 2.05603
O 3.26428 -2.66659 3.14366
H 3.09804 -3.96862 1.59371
H 2.17325 -2.32708 1.41019
H 1.61609 -3.55427 2.51964
H 3.45364 -3.40508 3.64655
*
```


[5]
Density functional theory data (ωB97M-V with the def2-TZVPD basis set) for 10 unconnected molecules or ions with the total composition C18H60N4O11 in a non-equilibrium geometry.

Properties
Molar mass (g/mol): 508.7
Structure (SMILES): COC[C@H](C)N.COC[C@H](C)N.COC[C@H](C)N.COC[C@H](C)N.OCCO.O.O.O.O.O
HOMO energy (eV): -8.9
DFT total energy (Ha): -1768.2399

ORCA input file:
```
! RIJCOSX wB97M-V def2-TZVPD def2/J DEFGRID3
* xyz 0 1
C -1.10515 -3.72266 5.82383
O -1.16682 -2.34402 6.16581
C -0.82708 -1.44835 5.12538
C -1.16033 -0.05429 5.74291
C -2.58370 0.02011 6.09108
N -0.91865 0.97496 4.70498
H -1.43031 -3.98339 4.81666
H -1.71651 -4.27751 6.53551
H -0.09390 -4.06584 6.04221
H 0.22790 -1.43344 4.85172
H -1.45438 -1.57796 4.24345
H -0.61857 0.04824 6.68317
H -3.15799 -0.22865 5.19867
H -2.85833 1.03772 6.36883
H -2.91643 -0.66382 6.87187
H -1.81261 1.33569 4.40365
H -0.55770 1.76537 5.21981
C 0.67549 -7.58318 1.98809
O -0.22019 -6.89772 1.16125
C 0.33275 -6.41775 -0.08127
C -0.78548 -6.15170 -1.06509
C -0.37453 -5.90290 -2.57239
N -1.41077 -4.99523 -0.52338
H 0.86927 -8.57905 1.58960
H 0.44191 -7.81526 3.02717
H 1.61978 -7.03880 1.99764
H 1.00697 -5.59370 0.15209
H 0.82633 -7.19796 -0.66070
H -1.53149 -6.94553 -1.10285
H -0.11868 -6.73036 -3.23417
H 0.48557 -5.24565 -2.44457
H -1.21080 -5.35257 -3.00356
H -0.71141 -4.29465 -0.32295
H -1.62921 -5.39271 0.37906
C 1.00281 5.83253 -0.13766
O -0.16081 5.85257 -0.84780
C -1.08556 6.74395 -0.28413
C -0.72186 8.27356 -0.27095
C -1.78783 9.20888 0.36727
N -0.64914 8.80632 -1.63651
H 1.50772 6.79793 -0.17184
H 1.67234 5.14396 -0.65312
H 0.95631 5.46987 0.88919
H -2.00684 6.52793 -0.82513
H -1.30876 6.38038 0.71891
H 0.20531 8.41034 0.28560
H -1.81620 9.12742 1.45385
H -2.78020 8.94206 0.00379
H -1.68300 10.26366 0.11320
H -0.38115 9.77351 -1.74982
H 0.03791 8.33522 -2.20759
C 2.78417 -1.91592 -3.39029
O 3.72881 -2.86522 -4.01741
C 5.06177 -2.82070 -3.46739
C 5.69765 -4.19820 -3.67841
C 6.78580 -4.50539 -2.69156
N 6.38033 -4.24181 -5.00178
H 1.82302 -2.21803 -3.80629
H 2.98649 -0.88473 -3.67976
H 2.65876 -2.12993 -2.32889
H 5.60175 -2.01258 -3.96083
H 4.98088 -2.61704 -2.39965
H 4.99626 -5.03244 -3.69255
H 6.41683 -4.39538 -1.67182
H 7.63651 -3.82601 -2.74472
H 6.91817 -5.56221 -2.92333
H 5.72768 -3.89530 -5.69032
H 6.53216 -5.16373 -5.38534
O -6.41428 4.16618 -5.50749
C -5.31869 3.60861 -4.80356
C -4.68654 2.26610 -5.34094
O -3.31472 2.14800 -5.09088
H -6.74987 4.89741 -4.98379
H -4.61276 4.43518 -4.72267
H -5.47983 3.31893 -3.76519
H -5.00427 2.22337 -6.38273
H -5.32981 1.47365 -4.95843
H -3.27606 2.11338 -4.13227
O 3.57401 2.46783 3.70573
H 2.70757 2.45963 4.11250
H 3.79988 3.39572 3.64082
O -2.48533 2.53738 -1.19931
H -2.07510 3.39692 -1.10376
H -2.89443 2.37098 -0.35010
O 3.39133 -1.24609 2.17528
H 2.62267 -0.93454 1.69744
H 3.73032 -0.46806 2.61799
O 0.03763 0.42222 0.73850
H -0.49045 0.77459 0.02212
H -0.27553 0.88318 1.51675
O -4.08828 2.71020 2.31429
H -4.41333 3.59363 2.48786
H -4.78715 2.13269 2.62139
*
```


What is the DFT total energy in the second record? -1862.6179 Ha


Among the records above, which one has the lowest DFT total energy? C18H5CuF5N4O3S3Se


Which of these has the highest molar mass? C18H59Cl2NO19V


Which of these has the lowest molar mass? C18H60N4O11